The following is a quantum chemistry calculation of a molecular structure, C35H53N4OP2Sn in a non-equilibrium geometry, from the Open Molecules 2025 dataset.

The geometry in XYZ format:
```
96
Properties=species:S:1:pos:R:3
C 2.03586 2.04138 -1.34326
C 1.03397 2.68015 0.69325
C 2.74375 3.23579 -1.41619
C 1.90956 3.80095 0.74907
C 2.74008 4.09237 -0.31857
H 3.26566 3.46860 -2.34056
H 1.82281 4.49772 1.58034
H 3.35589 4.98703 -0.32911
N 1.34716 1.70076 -0.23946
P 1.61977 -0.61498 -2.41311
P -1.46612 1.68741 1.99410
C 1.87922 1.19266 -2.62082
H 0.99682 1.55770 -3.17728
H 2.74305 1.36988 -3.27968
C -1.98687 -2.08477 -0.65812
O -3.12875 -2.13366 -0.60863
C -0.13859 2.72992 1.50249
H -0.04082 3.52738 2.25370
C -2.94013 2.91855 2.39091
C -0.97545 0.48222 3.50187
C 0.52077 -1.25305 -3.81298
C 3.39178 -1.25706 -2.34405
C -4.15612 2.36394 1.61733
H -4.39841 1.34104 1.92944
H -5.03600 2.99708 1.81134
H -3.97206 2.36189 0.53916
C -3.25887 3.02627 3.89179
H -3.53547 2.07246 4.35268
H -2.42120 3.46300 4.45482
H -4.12216 3.70371 4.01381
C -2.61208 4.33069 1.89725
H -3.52054 4.94782 1.93530
H -1.85023 4.81590 2.51823
H -2.26717 4.33299 0.85736
C -2.22151 -0.30209 3.93411
H -2.58001 -0.93587 3.11198
H -1.94021 -0.95993 4.76996
H -3.05489 0.31960 4.26995
C 0.05572 -0.56102 3.05196
H -0.34449 -1.20153 2.24952
H 1.00192 -0.12732 2.71614
H 0.27695 -1.22968 3.89553
C -0.37859 1.31576 4.63725
H -1.10258 1.99383 5.10167
H -0.02062 0.63175 5.41922
H 0.47586 1.90500 4.28498
C 3.37024 -2.78970 -2.36191
H 4.40669 -3.14757 -2.27609
H 2.80292 -3.20522 -1.51848
H 2.96531 -3.18748 -3.30273
C 3.98696 -0.75028 -1.02035
H 4.03258 0.34734 -0.97979
H 3.42041 -1.11405 -0.15258
H 5.01479 -1.13270 -0.93086
C 4.25182 -0.73441 -3.50503
H 5.22990 -1.23144 -3.43990
H 3.83033 -0.96428 -4.48960
H 4.43510 0.34354 -3.44082
C -0.66721 -0.28632 -4.01991
H -0.34084 0.63803 -4.52270
H -1.39135 -0.78014 -4.68848
H -1.18381 -0.01642 -3.08632
C -0.00147 -2.65558 -3.43922
H -0.63719 -2.64466 -2.54092
H -0.60775 -3.01963 -4.28310
H 0.81773 -3.37206 -3.28704
C 1.31378 -1.32472 -5.12374
H 1.73255 -0.34915 -5.40719
H 2.11320 -2.07562 -5.09932
H 0.61389 -1.62299 -5.91887
Sn 0.34749 -0.43502 -0.18398
N -1.25524 0.92245 -0.71377
C -1.49864 2.09395 -0.42042
C -2.12435 3.11769 -1.28891
C -3.16391 2.64892 -2.10235
C -1.62235 4.41010 -1.49847
C -3.78269 3.49462 -3.02572
H -3.44228 1.59398 -2.03048
C -2.25848 5.26801 -2.40242
H -0.71970 4.71267 -0.96690
C -3.33270 4.81227 -3.18385
H -4.61060 3.11257 -3.63227
H -1.91009 6.29937 -2.51429
H -3.81437 5.47034 -3.91913
C 0.70332 -4.17497 0.56274
C 1.85699 -3.64685 1.33237
N 2.40146 -2.43597 1.30786
C 3.41891 -2.43582 2.24753
C 3.49767 -3.67101 2.83372
N 2.49765 -4.42054 2.24303
H 0.85671 -5.24779 0.37452
H -0.23084 -4.04458 1.13208
H 0.62853 -3.64821 -0.39940
H 4.02016 -1.56296 2.44710
H 4.15578 -4.05167 3.59150
H 2.26429 -5.39083 2.42420
```

**F_max**: 0.108 hartree/bohr
**2S+1**: 1
**Frontier orbital gap (alpha / beta)**: 5.86 / 5.85 eV
**Charge**: +1
**HOMO level (alpha / beta)**: -8.78 / -8.78 eV